1.
A cluster of 2 separate species, C2H2N3O4S in total. Source: OMol25; level of theory: wB97M-V/def2-TZVPD.

Calculated values
Energy above the lowest of the compared OMol25 structures with the same formula, charge and spin   60.42 kcal/mol
Highest occupied orbital energy (spin up / spin down)   -3.809 / -2.849 eV
Frontier orbital gap (spin up / spin down)   5.5 / 3.4 eV
E_LUMO (spin up / spin down)   1.67 / 0.53 eV
Net charge   -1

Last column: natural (NBO) charge in e.
Cartesian coordinates (Å):
1 C 0.712 1.305 0.076  0.63
2 N 2.888 0.851 -0.126  -0.31
3 O -1.720 -1.778 0.137  -0.87
4 H 0.220 -0.703 -0.427  0.40
5 N 1.998 1.814 0.144  -0.42
6 N 0.882 -0.099 -0.158  -0.61
7 H 2.771 -1.279 -0.525  0.17
8 O -3.273 -0.060 -0.884  -0.84
9 S -2.694 -0.713 0.283  2.31
10 O -3.558 -0.776 1.471  -0.86
11 O -0.433 1.749 0.201  -0.69
12 C 2.206 -0.311 -0.192  0.09

Cartesian forces, eV/Å:
C 1.29 -1.66 -0.23
N -0.96 -2.21 0.97
O -0.22 0.88 -0.15
H -2.99 -2.54 -0.86
N -1.90 1.06 -0.46
N 3.15 2.96 1.49
H -1.53 1.88 0.80
O 1.09 -0.67 1.08
S -2.22 -0.35 0.22
O 1.53 0.38 -1.30
O -0.35 0.88 0.36
C 3.12 -0.63 -1.91

2.
The ion C2H2N3S with charge +1. Source: OMol25; level of theory: wB97M-V/def2-TZVPD.

Calculated values
Energy above the lowest of the compared OMol25 structures with the same formula, charge and spin   0.00 kcal/mol
Highest occupied orbital energy (spin up / spin down)   -15.125 / -15.415 eV
Frontier orbital gap (spin up / spin down)   9.3 / 6.3 eV
Multiplicity   3
E_LUMO (spin up / spin down)   -5.85 / -9.11 eV
Net charge   +1

Last column: Mulliken spin population.
Cartesian coordinates (Å):
1 N -1.054 0.224 -1.060  0.31
2 N 0.716 -0.302 0.264  0.15
3 H 1.135 -1.234 0.240  0.01
4 H 0.905 0.490 -1.709  0.02
5 N 0.202 0.481 2.543  0.08
6 C 0.205 0.199 -0.930  0.19
7 S -2.500 -0.049 -0.799  1.28
8 C 0.392 0.191 1.452  -0.03

Cartesian forces, eV/Å:
N 0.01 1.22 -1.26
N 0.62 -0.35 -1.13
H 0.66 0.51 -0.03
H -0.19 -0.27 -0.26
N -0.28 0.51 0.71
C 0.98 -0.84 1.17
S -1.41 -0.19 0.47
C -0.39 -0.59 0.32

3.
The ion C2H2N3S2 with charge -1. Source: OMol25; level of theory: wB97M-V/def2-TZVPD.

Calculated values
Energy above the lowest of the compared OMol25 structures with the same formula, charge and spin   65.95 kcal/mol
Highest occupied orbital energy   -3.381 eV
Frontier orbital gap   6.7 eV
E_LUMO   3.33 eV
Net charge   -1

Last column: natural (NBO) charge in e.
Cartesian coordinates (Å):
1 N 0.296 -0.788 -0.102  -0.33
2 C 0.023 1.722 0.019  0.03
3 S 0.182 -2.671 -1.747  -0.07
4 H 0.453 -1.545 0.575  0.37
5 N 0.888 1.546 0.920  -0.33
6 N 0.002 -1.142 -1.341  -0.29
7 C -0.141 0.410 0.571  0.00
8 H -0.342 2.478 -0.642  0.18
9 S -1.360 -0.009 1.748  -0.56

Cartesian forces, eV/Å:
N 0.31 -1.01 -1.45
C 0.62 -0.89 0.36
S 0.13 -0.79 -0.18
H 0.00 0.01 -0.30
N -0.26 -0.43 -0.88
N 0.36 1.96 2.16
C -0.69 0.67 0.17
H -0.18 0.53 -0.22
S -0.30 -0.04 0.33

4.
The ion C2H2N3S2 with charge +1. Source: OMol25; level of theory: wB97M-V/def2-TZVPD.

Calculated values
Energy above the lowest of the compared OMol25 structures with the same formula, charge and spin   38.84 kcal/mol
Highest occupied orbital energy (spin up / spin down)   -14.410 / -14.411 eV
Frontier orbital gap (spin up / spin down)   7.0 / 7.0 eV
E_LUMO (spin up / spin down)   -7.46 / -7.46 eV
Net charge   +1

Last column: natural (NBO) charge in e.
Cartesian coordinates (Å):
1 H -1.019 -0.822 1.617  0.29
2 H -0.779 1.042 -2.011  0.40
3 N 1.011 -0.586 1.019  0.00
4 S 1.638 -1.072 -1.474  0.81
5 N -0.594 0.277 -1.319  -0.64
6 S -0.621 1.630 1.257  0.35
7 N 1.536 -0.855 0.000  -0.13
8 C -0.768 0.561 -0.128  0.16
9 C -0.404 -0.176 1.040  -0.24

Cartesian forces, eV/Å:
H -0.26 -0.62 0.38
H 0.42 -0.61 0.79
N 1.61 -0.85 0.52
S 0.71 -0.13 -0.27
N -1.19 0.87 -2.97
S -0.39 -0.12 -0.41
N -1.67 0.35 0.39
C 0.56 0.01 1.35
C 0.21 1.10 0.22